No. 1
Below is a structure of composition C4H4O2S2 in a non-equilibrium geometry, with properties calculated with wB97M-V/def2-TZVPD.

Properties
total charge	0
largest force on an atom	0.0957	Eh/bohr
LUMO level	-0.70	eV
relative energy (zero: lowest compared OMol25 entry of this formula, charge and spin)	118.6	kcal/mol
orbital gap	8.418	eV

XYZ file:
```
12
Properties=species:S:1:pos:R:3:forces:R:3:lowdin_charge:R:1
C -1.7848 -0.0727 -0.3549 -3.682 -2.195 -2.413 -0.731
C -0.9437 2.0378 0.0079 4.375 1.797 0.792 -0.075
C 0.4824 1.9846 -0.1070 -1.903 2.461 -0.806 -0.079
C 1.5940 -0.1431 0.4608 -0.172 -1.861 0.228 -0.590
H -1.9515 0.2587 -1.4354 1.120 -0.113 1.323 0.098
H -1.6119 3.0557 0.1248 1.997 -2.965 -0.383 0.184
H 1.1987 2.8173 -0.3072 -1.889 0.303 0.133 0.138
H 0.6261 -0.2856 1.4181 3.454 0.290 -3.019 0.205
O -1.4413 0.8502 0.4977 -0.518 -0.102 0.799 -0.160
O 1.4046 0.9746 -0.3105 -0.788 -1.892 1.331 -0.183
S -2.5471 -1.5300 -0.0247 1.640 1.810 0.126 0.634
S 2.9187 -1.1753 -0.0589 -3.632 2.465 1.888 0.560
```
Forces are in eV/Å.

No. 2
Below is a structure of composition C4H4O2Yb in a non-equilibrium geometry, with properties calculated with wB97M-V/def2-TZVPD.

Properties
total charge	+3
largest force on an atom	0.0423	Eh/bohr
LUMO level (spin up / spin down)	-12.88 / -17.74	eV
relative energy (zero: lowest compared OMol25 entry of this formula, charge and spin)	33.7	kcal/mol
2S+1	2
orbital gap (spin up / spin down)	9.653 / 4.779	eV

XYZ file:
```
11
Properties=species:S:1:pos:R:3:forces:R:3:lowdin_spin:R:1
H -0.7924 2.6902 0.3896 -0.687 -0.405 -0.186 0.001
O 0.2031 -1.8839 0.4885 -0.647 1.769 0.337 0.622
C -0.4938 -0.7988 1.0328 0.750 0.624 -1.942 0.144
C -0.2813 0.3924 0.1959 0.284 0.199 -0.395 0.002
C -0.5475 1.7065 -0.0261 0.930 1.050 1.094 0.043
H 0.0628 -2.6589 1.0398 -0.087 -1.483 0.759 0.005
H -0.1607 -0.5477 2.0550 -0.033 -0.445 0.844 0.071
H -1.5827 -0.9749 1.0841 -0.436 -0.633 0.574 0.061
C 0.3412 1.0665 -0.8655 -0.447 -0.488 -1.267 0.013
O 1.0178 1.0653 -1.9106 0.356 -0.749 0.350 0.037
Yb 2.2336 -0.0567 -3.4836 0.017 0.561 -0.168 0.001
```
Forces are in eV/Å.

No. 3
Below is a structure of composition C4H4O2Yb in a non-equilibrium geometry, with properties calculated with wB97M-V/def2-TZVPD.

Properties
total charge	+3
largest force on an atom	0.1509	Eh/bohr
LUMO level (spin up / spin down)	-14.43 / -14.66	eV
relative energy (zero: lowest compared OMol25 entry of this formula, charge and spin)	85.0	kcal/mol
2S+1	2
orbital gap (spin up / spin down)	7.900 / 9.082	eV

XYZ file:
```
11
Properties=species:S:1:pos:R:3:forces:R:3:lowdin_spin:R:1
H 0.3491 -0.6337 -1.6733 0.287 -2.577 -0.018 -0.001
O -2.9922 1.3387 -0.2183 -0.270 0.299 -0.150 0.151
C -2.1187 0.7289 0.1146 0.747 -0.972 0.782 0.145
C -1.0011 -0.0198 0.5654 -3.840 -0.585 -2.421 0.463
C 0.2436 0.0171 -0.2724 1.206 -2.736 7.163 0.019
C 0.9660 -1.1817 -0.6422 -0.142 4.192 -1.691 0.000
H -1.2022 -0.7392 1.3685 0.378 0.170 -0.116 0.013
H 0.8362 -1.9905 0.0892 -1.328 -0.919 -1.431 0.001
H 2.0064 -1.0298 -0.9331 -0.055 0.119 0.103 0.000
O 0.6204 0.9288 0.5708 2.882 2.799 -2.458 0.195
Yb 2.2924 2.5812 1.0307 0.136 0.210 0.239 0.013
```
Forces are in eV/Å.